(1)
A structure of composition C20H45MnN3O10P2Si, computed with ωB97M-V/def2-TZVPD.

Last column: Mulliken charge in e.
Positions of all 82 atoms, in Å:
Mn -0.449 0.366 0.804  1.656
N 2.268 -1.632 3.550  -0.230
C 2.231 -0.142 3.206  0.776
C 3.373 0.510 3.996  -1.828
P 2.626 -0.107 1.400  0.497
O 3.137 1.365 1.128  -0.442
O 3.571 -1.201 1.164  -0.767
O 1.265 -0.177 0.645  -0.589
P 0.590 0.444 3.816  0.439
O 0.796 1.977 4.118  -0.475
O 0.199 -0.428 4.922  -0.734
O -0.374 0.454 2.574  -0.385
H 3.053 -2.060 3.035  0.422
H 1.408 -2.123 3.296  0.260
H 2.369 -1.751 4.561  0.407
H 4.332 0.066 3.723  0.496
H 3.222 0.382 5.069  0.512
H 3.407 1.574 3.780  0.383
H 4.080 1.412 0.907  0.350
H 0.678 2.215 5.051  0.368
C -1.737 -2.659 -3.667  -1.727
C -2.269 -2.755 -2.252  1.802
C -1.143 -3.027 -1.264  -1.438
C -3.373 -3.790 -2.132  -1.632
O -2.865 -1.446 -1.971  -0.264
Si -3.359 -0.725 -0.640  -1.224
O -1.810 -0.076 -0.007  0.315
O -3.763 -1.669 0.576  0.088
C -4.771 -1.593 1.642  1.670
C -4.532 -2.822 2.496  -1.645
C -4.529 -0.317 2.431  -1.267
C -6.144 -1.617 0.999  -1.538
O -4.356 0.484 -0.910  0.667
C -4.348 1.761 -1.600  1.758
C -4.165 2.834 -0.540  -1.367
C -5.706 1.881 -2.267  -1.834
C -3.231 1.778 -2.630  -1.456
H -1.310 -3.615 -3.971  0.427
H -0.961 -1.895 -3.742  0.364
H -2.541 -2.405 -4.357  0.372
H -0.644 -3.960 -1.530  0.570
H -1.524 -3.125 -0.244  0.124
H -0.393 -2.234 -1.311  0.233
H -2.978 -4.784 -2.344  0.509
H -4.167 -3.577 -2.847  0.387
H -3.794 -3.797 -1.126  0.173
H -3.539 -2.793 2.948  0.320
H -4.618 -3.727 1.895  0.362
H -5.272 -2.869 3.295  0.438
H -3.509 -0.299 2.822  0.187
H -5.211 -0.266 3.280  0.541
H -4.697 0.565 1.811  0.101
H -6.282 -2.531 0.420  0.353
H -6.287 -0.757 0.343  0.187
H -6.915 -1.585 1.770  0.510
H -4.995 2.820 0.166  0.320
H -4.136 3.819 -1.009  0.457
H -3.238 2.679 0.017  0.085
H -6.500 1.817 -1.524  0.366
H -5.847 1.083 -2.996  0.416
H -5.791 2.838 -2.784  0.427
H -2.245 1.723 -2.156  0.096
H -3.274 2.700 -3.212  0.537
H -3.326 0.938 -3.318  0.393
N -0.300 2.141 0.240  -0.408
C -0.196 3.251 -0.097  0.909
N -0.071 4.462 -0.465  -0.037
C -0.822 5.004 -1.642  -0.223
C 0.165 5.610 -2.622  -0.745
C 1.063 6.637 -1.938  -0.680
C 1.814 6.006 -0.767  -0.541
C 0.852 5.404 0.241  -0.689
H -1.511 5.752 -1.245  0.310
H -1.402 4.189 -2.069  0.091
H -0.402 6.064 -3.436  0.363
H 0.772 4.812 -3.059  0.322
H 0.458 7.474 -1.577  0.328
H 1.772 7.049 -2.655  0.335
H 2.425 6.746 -0.249  0.354
H 2.488 5.226 -1.132  0.286
H 0.218 6.166 0.698  0.312
H 1.353 4.850 1.032  0.436

* LUMO level (alpha / beta): -8.864 / -7.587 eV
* molar mass: 632.563 g mol⁻¹
* charge: +2
* E_tot: -3828.81905 Ha
* frontier orbital gap (alpha / beta): 0.2338 / 0.2824 Ha
* ⟨S²⟩: 3.826
* multiplicity: 4
* highest occupied orbital energy (alpha / beta): -15.2 / -15.3 eV


(2)
A cluster of 7 separate species, C47H47BN3O14 in total in a non-equilibrium geometry, computed with ωB97M-V/def2-TZVPD.

Last column: Mulliken charge in e.
Positions of all 112 atoms, in Å:
C 4.153 4.582 3.949  -1.826
C 2.947 4.555 2.969  1.935
C 1.868 5.458 3.585  -1.941
C 2.319 3.164 2.831  -1.869
C 3.018 2.139 1.868  2.078
C 1.909 1.425 1.056  -0.713
C 2.347 0.559 -0.098  -0.445
N 1.973 -0.641 -0.265  -0.600
B 3.769 1.019 2.742  0.411
N 4.838 1.320 3.660  -0.694
O 3.397 -0.324 2.677  -0.595
C 4.071 2.852 0.993  -2.681
C 3.712 4.273 0.548  1.712
C 4.968 4.859 -0.132  -1.737
C 2.608 4.274 -0.517  -1.535
N 3.379 5.173 1.675  0.796
O 2.788 6.245 1.320  -0.701
H 5.074 4.796 3.407  0.315
H 4.026 5.401 4.657  0.403
H 4.230 3.669 4.533  0.407
H 0.968 5.494 2.978  0.387
H 1.595 4.985 4.535  0.456
H 2.251 6.445 3.825  0.465
H 2.347 2.733 3.837  0.809
H 1.256 3.227 2.589  -0.184
H 1.140 2.122 0.719  0.350
H 1.398 0.757 1.752  0.616
H 2.993 0.996 -0.860  0.282
H 1.384 -0.947 0.508  0.156
H 5.247 2.236 3.525  0.237
H 5.584 0.646 3.528  0.241
H 3.711 -0.778 1.893  0.293
H 4.274 2.311 0.071  0.670
H 5.035 2.910 1.508  0.464
H 4.710 5.738 -0.723  0.390
H 5.409 4.131 -0.814  0.347
H 5.709 5.150 0.613  0.408
H 1.671 3.860 -0.158  0.212
H 2.978 3.668 -1.348  0.366
H 2.461 5.276 -0.908  0.457
C -0.759 -4.560 1.790  -0.486
C -1.857 -5.241 1.474  -0.542
C -2.406 -5.214 0.094  0.400
O -3.418 -5.821 -0.190  -0.583
C -1.682 -4.410 -0.920  -0.175
C -0.580 -3.736 -0.604  -0.053
C -0.038 -3.754 0.772  0.245
O 0.950 -3.111 1.058  -0.540
H -0.344 -4.554 2.790  0.463
H -2.404 -5.833 2.197  0.435
H -2.104 -4.403 -1.914  0.344
H -0.038 -3.133 -1.322  0.494
C -4.671 0.909 -1.942  -0.581
C -3.623 0.168 -2.295  -0.320
C -3.488 -1.230 -1.816  0.477
O -2.522 -1.904 -2.130  -0.370
C -4.549 -1.776 -0.939  -0.381
C -5.592 -1.032 -0.586  -0.330
C -5.733 0.367 -1.061  0.327
O -6.686 1.041 -0.727  -0.593
H -4.796 1.932 -2.273  0.484
H -2.827 0.533 -2.940  0.394
H -4.425 -2.798 -0.600  0.435
H -6.374 -1.399 0.054  0.444
C -3.000 2.957 2.825  -0.360
C -4.103 2.778 3.548  -0.416
C -4.133 1.819 4.681  0.365
O -5.138 1.651 5.336  -0.588
C -2.885 1.070 4.979  -0.515
C -1.783 1.249 4.255  -0.262
C -1.757 2.206 3.123  0.170
O -0.752 2.361 2.459  -0.392
H -2.955 3.648 1.993  0.475
H -5.022 3.314 3.349  0.441
H -2.929 0.377 5.810  0.436
H -0.864 0.711 4.451  0.513
C -8.033 -1.600 5.199  -0.393
C -7.133 -2.075 4.343  -0.504
C -6.999 -1.508 2.979  0.601
O -6.176 -1.940 2.196  -0.495
C -7.901 -0.391 2.603  -0.154
C -8.801 0.083 3.460  -0.496
C -8.939 -0.483 4.826  0.300
O -9.757 -0.052 5.607  -0.557
H -8.150 -1.998 6.199  0.416
H -6.462 -2.887 4.593  0.438
H -7.784 0.013 1.603  0.402
H -9.470 0.897 3.210  0.447
C 0.361 0.434 -5.815  -0.518
C 1.417 -0.301 -6.150  -0.501
C 1.559 -1.700 -5.676  0.155
O 2.527 -2.365 -5.983  -0.475
C 0.482 -2.249 -4.819  -0.307
C -0.577 -1.517 -4.481  0.008
C -0.716 -0.119 -4.957  0.442
O -1.681 0.555 -4.655  -0.578
H 0.234 1.456 -6.147  0.438
H 2.216 0.077 -6.775  0.461
H 0.611 -3.271 -4.485  0.481
H -1.377 -1.890 -3.844  0.318
C 6.773 -5.469 -7.871  -0.389
C 6.446 -6.717 -7.548  -0.386
C 5.173 -7.022 -6.846  0.359
O 4.878 -8.161 -6.552  -0.546
C 4.283 -5.882 -6.520  -0.433
C 4.606 -4.631 -6.840  -0.392
C 5.879 -4.329 -7.543  0.335
O 6.182 -3.194 -7.841  -0.548
H 7.696 -5.224 -8.382  0.411
H 7.081 -7.564 -7.778  0.402
H 3.361 -6.129 -6.008  0.428
H 3.965 -3.789 -6.606  0.830

* LUMO level (alpha / beta): -1.845 / -1.845 eV
* molar mass: 888.712 g mol⁻¹
* E_tot: -3061.43818 Ha
* ΔE to the lowest compared entry with this formula, charge and spin: 0.346 eV
* frontier orbital gap (alpha / beta): 0.2279 / 0.2757 Ha
* ⟨S²⟩: 0.754
* multiplicity: 2
* highest occupied orbital energy (alpha / beta): -8.0 / -9.3 eV


(3)
A structure of composition C16H31CdNP2S in a non-equilibrium geometry, computed with ωB97M-V/def2-TZVPD.

Last column: Mulliken charge in e.
Positions of all 52 atoms, in Å:
P -0.375 1.873 0.769  1.004
P -1.219 -1.528 0.342  1.047
C -1.926 1.185 0.050  -0.813
C -2.389 -0.139 0.664  -1.377
H -1.792 1.091 -1.040  0.053
H -2.709 1.945 0.189  0.714
H -2.465 -0.083 1.751  0.497
H -3.366 -0.426 0.257  0.578
C -2.333 -2.206 -1.065  -1.916
H -1.977 -3.187 -1.416  0.452
H -2.462 -1.569 -1.959  0.329
H -3.335 -2.366 -0.625  0.570
C -1.516 -2.923 1.481  -1.266
H -2.146 -3.626 0.878  0.446
H -2.041 -2.626 2.409  0.532
H -0.509 -3.357 1.727  0.252
C -0.704 3.614 0.271  -1.690
H -0.012 4.324 0.738  0.385
H -1.724 3.880 0.568  0.489
H -0.621 3.741 -0.812  0.394
C -0.482 1.956 2.575  -0.884
H -0.898 1.022 3.036  -0.114
H -1.167 2.780 2.843  0.432
H 0.514 2.156 3.017  0.324
Cd -0.231 -1.074 3.265  0.950
C 0.286 -0.823 -2.052  -0.540
C -0.336 0.103 -2.834  -0.471
C 0.516 0.833 -3.801  -1.170
C 1.664 1.668 -3.163  -0.840
C 1.300 2.417 -1.899  -0.763
C 1.423 1.904 -0.595  -0.317
C 1.859 0.463 -0.253  -0.016
C 1.588 -0.663 -1.263  -1.740
C 1.880 -0.943 3.375  -1.030
H -0.010 -1.878 -1.996  1.027
H -1.394 0.209 -2.935  0.580
H -0.098 1.518 -4.368  0.366
H 1.050 0.198 -4.523  0.275
H 2.567 1.035 -2.995  0.308
H 1.907 2.431 -3.930  0.433
H 1.053 3.485 -1.978  0.512
H 1.850 2.699 0.097  0.834
H 1.400 0.124 0.693  -0.524
H 2.934 0.425 -0.005  0.612
H 2.383 -0.737 -2.025  0.572
H 1.649 -1.589 -0.638  0.531
H 2.138 -0.906 4.463  0.470
H 2.169 -0.067 2.781  0.199
H 2.299 -1.878 2.943  0.317
S 2.631 -6.102 2.031  -0.480
C 1.877 -4.713 2.384  0.247
N 1.299 -3.669 2.575  -0.779

* LUMO level: -2.463 eV
* molar mass: 443.858 g mol⁻¹
* E_tot: -1931.29342 Ha
* ΔE to the lowest compared entry with this formula, charge and spin: 0.554 eV
* frontier orbital gap: 0.1598 Ha
* highest occupied orbital energy: -6.8 eV


(4)
The molecule C4H5NOS2 in a non-equilibrium geometry, computed with ωB97M-V/def2-TZVPD.

Last column: Mulliken charge in e.
Positions of all 13 atoms, in Å:
C -2.049 -0.812 1.395  -0.039
C -1.604 -0.459 0.352  -0.489
C -0.816 -0.069 -0.773  -0.087
O -0.841 1.193 -1.275  -0.492
N 0.528 -0.575 -0.605  -0.140
C 1.517 -0.061 0.172  0.369
S 2.864 -0.993 0.379  -0.371
S 1.635 1.648 0.579  -0.215
H -2.618 -1.328 2.095  0.464
H -1.370 -0.642 -1.657  0.212
H -0.915 2.018 -0.753  0.353
H 0.684 -1.522 -0.939  0.251
H 2.985 1.602 1.030  0.183

* SMILES: C#C[C@@H](O)NC(=S)S
* LUMO level: 0.157 eV
* molar mass: 147.224 g mol⁻¹
* E_tot: -1081.67156 Ha
* ΔE to the lowest compared entry with this formula, charge and spin: 3.312 eV
* frontier orbital gap: 0.3165 Ha
* highest occupied orbital energy: -8.5 eV